[1]
DFT (ωB97M-V with the def2-TZVPD basis set) results for C14H8Cl3GeMoN2O7S as an isolated structure at a distorted geometry.

Its charge is +2. Its spin multiplicity is 2.

Each line ends with the Löwdin charge.
CARTESIAN COORDINATES (ANGSTROEM)
Mo  1.249  0.029  0.918  1.6963
O  -2.697  0.532  2.761  0.2511
C  -1.490  0.640  2.310  -0.3886
O  -0.989  -0.135  1.470  -0.0057
C  -0.596  1.653  2.871  -0.1187
C  -0.905  2.620  3.830  0.0891
C  0.126  3.358  4.390  0.0585
C  1.441  3.099  3.987  0.0931
C  1.660  2.142  3.012  -0.1148
N  0.666  1.440  2.431  0.0144
C  2.998  1.666  2.486  -0.4428
O  4.073  2.098  2.729  0.2464
O  2.725  0.622  1.680  -0.3724
H  -3.202  -0.215  2.384  0.1898
H  -1.936  2.774  4.108  0.1490
H  -0.074  4.089  5.159  0.1447
H  2.287  3.622  4.406  0.1520
Cl  3.803  -0.731  -3.286  0.1997
Ge  4.042  0.148  -1.342  0.1547
Cl  6.037  -0.095  -0.654  0.2264
Cl  2.860  -1.597  -0.030  0.2013
O  -0.640  0.804  -4.780  -0.2381
S  -1.399  0.503  -3.622  0.6840
O  -2.659  1.110  -3.372  -0.2409
N  -0.433  0.692  -2.235  0.0562
C  -0.291  -0.424  -1.623  -0.4438
O  0.348  -0.444  -0.494  -0.3566
C  -0.897  -1.622  -2.208  -0.1563
C  -0.915  -2.918  -1.705  0.0016
C  -1.594  -3.890  -2.427  -0.0383
C  -2.228  -3.576  -3.622  -0.0164
C  -2.234  -2.264  -4.113  -0.0012
C  -1.563  -1.316  -3.391  -0.1702
H  -0.423  -3.141  -0.766  0.1152
H  -1.635  -4.906  -2.061  0.1203
H  -2.740  -4.347  -4.184  0.1256
H  -2.774  -2.020  -5.015  0.1355

[2]
DFT (ωB97M-V with the def2-TZVPD basis set) results for one molecule with the formula C14H8F2N4O at a distorted geometry.

Its charge is 0. The SMILES is N#Cc1nccc2c(Nc3cc(F)cc(F)c3)c(N)oc12.

Each line ends with the Löwdin charge.
CARTESIAN COORDINATES (ANGSTROEM)
N  0.690  -3.460  -5.151  0.1482
F  -2.940  2.953  2.433  0.0368
F  1.594  4.534  1.841  0.0291
C  0.430  -3.316  -4.018  -0.1121
N  -0.409  -4.147  -1.882  0.0965
O  0.773  -0.690  -2.363  0.1761
C  0.720  0.092  -1.329  -0.4001
C  0.201  -0.445  -0.227  -0.1173
C  -0.628  -4.100  -0.563  -0.1707
C  0.055  -3.102  -2.600  -0.2085
C  -0.678  3.776  2.114  0.0513
C  -0.563  -2.944  0.125  -0.0110
C  -1.263  1.514  1.836  0.0596
C  1.094  2.177  1.561  0.0493
C  -1.619  2.803  2.019  -0.2485
C  0.664  3.492  1.846  -0.1828
C  0.188  -1.858  -2.011  -0.1344
C  -0.145  -1.783  -0.618  -0.0390
C  0.084  1.204  1.526  -0.2950
N  1.103  1.356  -1.409  0.1926
N  0.340  -0.055  1.151  0.0795
H  -0.859  -5.032  -0.005  0.1209
H  -0.924  4.810  2.329  0.1361
H  -0.984  -3.104  1.150  0.1220
H  -2.078  0.801  1.880  0.1381
H  2.060  1.929  1.307  0.0998
H  1.520  1.625  -0.526  0.0703
H  1.626  1.680  -2.269  0.1575
H  -0.053  -0.710  1.853  0.1558

[3]
DFT (ωB97M-V with the def2-TZVPD basis set) results for one molecule with the formula C14H8N4O2 at a distorted geometry.

Its charge is 0. The SMILES is O=C1c2ccccc2C(=O)c2[nH]c(-c3c[nH]cn3)nc21.

Each line ends with the Löwdin charge.
CARTESIAN COORDINATES (ANGSTROEM)
O  0.641  0.771  2.709  0.1087
O  -1.433  1.508  -2.164  0.0962
N  0.366  -4.158  -1.972  0.0856
N  0.790  -1.386  0.544  0.1707
C  0.291  1.012  1.571  -0.2821
C  -0.892  1.422  -1.075  -0.2784
C  0.735  -5.403  -1.748  -0.1845
C  0.431  -1.998  -0.568  -0.2462
C  0.756  -3.409  -0.830  -0.2028
C  0.278  -0.063  0.520  -0.0922
C  1.415  -4.251  0.042  -0.0332
C  -0.300  0.135  -0.707  -0.1127
C  -0.683  4.675  1.776  -0.0565
C  -1.147  4.899  0.478  -0.0704
C  -0.254  3.384  2.160  0.0091
C  -1.218  3.853  -0.440  -0.0050
C  -0.207  2.354  1.197  -0.0876
C  -0.715  2.574  -0.118  -0.0646
N  1.420  -5.512  -0.550  0.0528
N  -0.227  -1.087  -1.378  0.1859
H  0.515  -6.258  -2.362  0.1134
H  1.808  -4.002  1.012  0.1184
H  -0.585  5.517  2.459  0.1058
H  -1.436  5.879  0.143  0.1008
H  0.155  3.234  3.179  0.1289
H  -1.661  4.016  -1.434  0.1245
H  1.739  -6.382  -0.141  0.1477
H  -0.582  -1.320  -2.304  0.1677

It is found that the molecular weight values, taken in the order of the records, are 623.2, 286.2, 264.2 g/mol.
It is found that the energy relative to the best compared isomer or geometry (same formula, charge and spin) values, taken in the order of the records, are 63.3, 39.2, 0.0 kcal per mole.